14
Properties=species:S:1:pos:R:3:forces:R:3:mulliken_charge:R:1 method="wB97M-V/def2-TZVPD" gap_ev=9.38 max_force_ev_per_a=2.174 e_homo_ha=-0.3002 e_tot_ha=-212.51150 smiles="C=CNCC"
N 0.599 0.442 -0.287 0.6605 -0.2927 0.7248 -0.36
C -0.001 0.816 1.012 -1.6124 -1.0274 -1.0343 -0.41
C 0.524 -0.938 -0.621 -0.8427 1.6036 -0.7919 0.04
C -1.565 0.837 0.806 0.3902 0.2950 0.8795 -0.93
C 1.254 -1.419 -1.615 1.2010 -0.4845 -0.4881 -0.84
H -0.380 -1.374 -0.227 0.1948 -0.7080 0.2355 0.27
H -1.761 0.227 -0.077 -0.2494 -0.0525 0.2351 0.28
H 1.561 0.740 -0.388 -0.0913 0.2767 0.0632 0.27
H -2.009 0.383 1.719 -0.0415 0.2312 -0.7471 0.26
H 1.280 -2.410 -2.052 -0.6078 -0.0657 0.4647 0.27
H 2.032 -0.795 -2.058 -0.1650 0.1220 0.2018 0.20
H -2.062 1.803 0.646 0.4943 -0.0743 0.0061 0.32
H 0.452 1.704 1.436 -0.0830 0.1557 -0.1437 0.39
H 0.078 -0.016 1.707 0.7522 0.0211 0.3942 0.25

53
Properties=species:S:1:pos:R:3:forces:R:3:mulliken_charge:R:1 method="wB97M-V/def2-TZVPD" gap_ev=8.67 max_force_ev_per_a=1.376 e_homo_ha=-0.2983 e_tot_ha=-1301.62333 smiles="O=C(CN1CCC(n2nnc3cc(F)ccc32)CC1)N1CCc2ccccc2C1"
F -5.900 -6.454 1.323 0.0382 0.0313 -0.0147 -0.33
O 1.306 -0.078 -0.666 -0.0774 -0.2816 -0.0427 -0.71
N -4.891 -2.664 -1.517 -0.9324 -0.1088 -0.1682 -1.08
N -3.775 -2.081 -1.678 0.4836 0.6925 -0.5600 -0.07
N 1.995 2.050 -0.508 0.3697 -0.0262 0.0182 0.22
N -1.517 0.760 -0.821 0.3399 0.1521 0.0478 0.21
N -2.824 -2.647 -0.937 -0.4325 -0.7441 0.3369 0.79
C 4.523 4.510 1.691 -0.0173 -0.0159 -0.0431 -0.84
C 1.028 1.109 -0.623 -0.1390 0.1776 -0.0415 1.19
C 5.304 3.903 2.661 0.0478 0.0305 0.0774 -0.57
C -1.212 -1.387 0.411 -0.0571 0.0660 -0.0115 -0.53
C 1.736 3.474 -0.419 -0.3761 0.4807 -0.0413 -0.57
C 3.913 3.738 0.718 0.0333 -0.0132 -0.0042 0.64
C 4.073 2.355 0.723 -0.0201 0.0851 0.0241 1.04
C 3.036 4.282 -0.367 -0.1131 -0.1529 0.0572 -1.11
C -1.070 -1.352 -2.094 -0.1003 0.0345 -0.0507 -1.04
C -0.403 1.658 -0.701 -0.2523 -0.1257 -0.0082 -1.40
C -5.621 -4.619 -0.111 0.0994 -0.1387 0.1368 -0.72
C 3.377 1.602 -0.367 0.1932 -0.3290 -0.0701 -1.00
C -5.091 -5.516 0.781 -0.1569 0.1145 -0.1408 0.31
C -3.364 -3.679 -0.234 -0.9821 -0.0054 -0.2519 0.78
C -4.727 -3.680 -0.627 1.2425 -0.2080 0.5526 0.26
C -2.858 -4.608 0.671 0.0838 -0.0091 0.0250 -0.52
C -1.453 -2.190 -0.875 0.7001 0.2889 0.0445 -0.60
C -1.908 -0.024 0.325 0.0235 -0.1684 0.1888 -1.16
C 5.464 2.527 2.666 0.0730 -0.0186 0.0787 -0.58
C -3.745 -5.529 1.174 -0.0224 -0.0231 0.0087 -0.64
C 4.845 1.750 1.701 -0.0310 0.0265 -0.0811 -0.88
C -1.711 0.043 -2.061 -0.0780 -0.0615 -0.2369 -0.99
H 6.069 2.058 3.427 0.0494 -0.0369 0.0694 0.40
H -1.376 -1.865 -3.007 -0.0030 -0.0487 -0.0388 0.53
H -0.571 2.263 0.198 0.0687 0.0986 -0.1105 0.30
H 3.550 4.200 -1.329 -0.0264 0.0607 -0.0442 0.36
H -1.820 -4.610 0.964 0.0978 -0.0314 0.0709 0.41
H -1.312 0.643 -2.881 -0.0318 0.0213 -0.0337 0.41
H -1.713 0.550 1.234 -0.0814 -0.0061 0.0092 0.42
H -6.659 -4.637 -0.395 -0.1541 -0.0476 -0.0057 0.47
H 3.904 1.758 -1.320 -0.0232 -0.1032 0.0756 0.22
H -0.138 -1.243 0.512 -0.0819 -0.0601 0.0616 0.32
H -2.791 -0.069 -2.204 0.2352 0.0940 -0.1343 0.51
H -0.832 -3.095 -0.853 -0.1474 0.1233 -0.0405 0.46
H 1.142 3.799 -1.281 0.0325 0.0184 0.1341 0.36
H 5.785 4.505 3.417 0.0415 0.0454 0.0697 0.39
H -1.582 -1.939 1.278 -0.0288 -0.0512 0.0243 0.63
H -0.446 2.335 -1.564 0.0702 0.0785 0.1366 0.37
H -2.992 -0.181 0.248 0.0242 0.0069 0.1429 0.52
H -3.426 -6.280 1.880 0.0191 -0.0754 0.0667 0.42
H 1.157 3.688 0.490 0.0444 0.0637 -0.1242 0.35
H 4.393 5.583 1.689 -0.0176 0.1161 0.0042 0.40
H 3.348 0.529 -0.165 0.0731 0.1973 -0.0849 0.42
H 4.963 0.677 1.706 0.0029 -0.1246 0.0057 0.41
H 2.798 5.333 -0.198 -0.0005 -0.0233 -0.0560 0.45
H 0.015 -1.253 -2.085 -0.1030 -0.0659 -0.0276 0.37

55
Properties=species:S:1:pos:R:3:forces:R:3:mulliken_charge:R:1 method="wB97M-V/def2-TZVPD" gap_ev="6.05 / 6.37" max_force_ev_per_a=5.088 e_homo_ha="-0.4864 / -0.4877" spin_multiplicity=7 e_tot_ha=-2378.75401 total_charge=+2 s_squared=12.716
Tb 0.247 0.707 0.500 0.0453 -1.4056 4.8902 0.58
P 2.672 -0.205 -0.168 1.3245 -0.4743 -1.0443 0.83
P -2.338 0.690 -0.205 -1.9891 0.0722 -0.8566 0.90
O -2.478 -3.965 -4.593 0.2464 1.3889 -0.2530 -0.61
O -0.292 -2.380 0.985 -0.1768 -1.2564 -2.1944 -0.35
N 0.333 1.369 -1.671 -0.2801 0.0342 -1.4273 -0.08
C 2.773 1.323 -1.240 0.1701 0.3275 -0.0745 -1.49
C -1.339 0.476 4.369 -0.2480 0.0167 0.1725 -1.38
C -0.291 -2.156 2.326 0.1628 0.7947 2.1718 -0.20
C 1.589 1.607 -2.159 -0.3961 -0.1981 0.2027 0.86
C -0.057 -0.348 4.191 -0.1069 -0.6636 -0.8319 1.76
C -0.035 -1.475 5.252 0.0700 0.1006 0.0332 -1.80
C 0.654 2.317 -4.251 -0.0262 0.3527 -0.2908 -0.49
C 1.754 2.101 -3.434 1.1413 -0.0112 -0.0252 -0.72
C -3.517 -0.673 -0.453 0.0777 -0.7698 0.2135 -1.33
C -0.073 -0.889 2.749 -0.3172 -0.0800 -1.6510 -0.37
C -2.162 1.314 -1.939 0.6440 1.1194 0.7623 -1.36
C 4.244 -0.125 0.732 0.0010 0.1052 0.4619 -1.28
C -0.759 1.576 -2.464 0.2359 0.0048 0.3168 0.58
C 3.047 -1.500 -1.384 -0.2633 -0.3549 -0.0795 -1.31
C -3.450 1.945 0.515 0.2121 0.3786 0.5685 -1.37
C -0.609 2.045 -3.752 -0.4890 0.0009 -0.3903 -0.66
C 1.225 0.480 4.282 0.3602 -0.0598 0.3519 -1.29
H 2.790 2.300 -3.754 -0.7220 -0.0587 -0.0824 0.46
H -0.936 -2.110 5.177 0.3040 0.3885 0.1071 0.38
H 2.973 2.197 -0.587 -0.0333 -0.2604 -0.2892 0.45
H 4.225 -0.897 1.511 0.1007 0.1764 -0.1330 0.41
H -1.400 1.011 5.328 0.1488 -0.2106 -0.1960 0.46
H -2.111 -4.692 -4.115 0.2539 -1.0173 0.4559 0.32
H -0.466 -3.127 2.861 0.2090 1.2017 0.0962 0.36
H 1.277 1.267 3.515 -0.2155 0.1212 -0.0587 0.11
H -3.149 2.951 0.195 -0.0933 -0.1558 0.1599 0.42
H -1.750 -3.319 -4.603 -0.4827 -0.3711 -0.1999 0.30
H -2.196 -0.206 4.299 0.1078 0.1858 0.0965 0.38
H -1.520 2.178 -4.343 0.4725 0.0668 0.0467 0.50
H 2.356 -1.456 -2.235 0.1495 -0.0633 0.1591 0.36
H -1.481 1.220 3.570 0.2153 0.0066 0.0166 0.10
H 0.011 -1.019 6.262 -0.0448 -0.4216 -0.4845 0.41
H 1.391 0.968 5.250 -0.1712 -0.1206 -0.1285 0.44
H 0.781 2.730 -5.260 -0.0539 -0.2859 0.4565 0.45
H 2.932 -2.475 -0.891 0.0804 0.1853 -0.2036 0.39
H 5.076 -0.322 0.043 -0.2391 0.1403 0.2048 0.44
H 3.685 1.160 -1.836 -0.2620 0.3600 0.0560 0.46
H -4.542 -0.283 -0.528 0.4044 -0.0662 -0.0415 0.46
H -0.435 -3.343 0.814 0.1844 1.1970 0.0645 0.33
H -4.487 1.753 0.203 0.4026 0.1151 0.0581 0.43
H -2.649 0.590 -2.536 -0.4740 -0.6647 -0.9877 0.58
H 4.370 0.853 1.212 0.0414 -0.2444 -0.0289 0.41
H -3.385 1.894 1.610 -0.1844 0.0653 -0.2396 0.36
H -2.754 2.243 -1.986 0.2428 -0.2857 -0.2552 0.53
H -3.464 -1.367 0.397 -0.0684 0.1448 -0.2175 0.33
H -3.272 -1.225 -1.367 -0.0304 0.0065 0.2544 0.44
H 2.075 -0.185 4.087 -0.0402 0.1224 0.1211 0.33
H 0.835 -2.140 5.111 -0.2484 0.3664 0.1216 0.38
H 4.084 -1.383 -1.730 -0.3525 -0.0465 0.0446 0.44

Going through the records in order, we get ΔE to the lowest compared entry with this formula, charge and spin values of 1.0795, 1.0386, 0.4496 eV.